Record 1
The following is a quantum chemistry calculation of a molecular structure, C7H15N at a distorted geometry, from the Open Molecules 2025 dataset.

Results
orbital gap: 6.927 eV
energy: -330.22586 hartree
maximum force: 5.8 eV/Å
energy above the lowest of the compared OMol25 structures with the same formula, charge and spin: 151.9 kcal per mole
HOMO: -7.61 eV

Cartesian coordinates (Å):
C1 -1.6617 0.0197 1.1230
N1 -1.0330 1.2461 0.7912
C2 3.2944 -0.2897 0.4889
C3 2.4311 0.2831 -0.6840
C4 1.1076 -0.0339 -0.7906
C5 0.2835 1.1438 0.5348
C6 -2.1099 -0.9478 -0.0967
C7 -2.5674 -0.0288 -1.2036
H1 -1.0286 -0.6220 1.8363
H2 -2.5836 0.3208 1.6470
H3 -1.2772 -1.6033 -0.3527
H4 3.8040 -1.2706 0.2974
H5 2.4830 -0.6061 1.1414
H6 3.0443 0.4648 -1.5794
H7 0.1931 -0.1025 -1.4468
H8 1.0524 -0.9767 -0.2168
H9 0.8009 0.8125 1.4666
H10 0.5739 2.1653 0.2654
H11 4.1743 0.3285 0.6355
H12 -2.8428 -1.5715 0.4175
H13 -2.8366 -0.3488 -2.2023
H14 -1.9728 0.8975 -1.2075
H15 -3.3287 0.7195 -0.8642


Record 2
The following is a quantum chemistry calculation of 2 unconnected molecules or ions with the total composition C7H10N2O at a distorted geometry, from the Open Molecules 2025 dataset.

Results
orbital gap: 8.282 eV
energy: -457.39470 hartree
maximum force: 3.3 eV/Å
energy above the lowest of the compared OMol25 structures with the same formula, charge and spin: 71.6 kcal per mole
HOMO: -7.54 eV

Cartesian coordinates (Å):
C1 0.2285 1.3489 1.4529
C2 0.7463 0.1707 0.9328
C3 -0.0242 2.2392 0.4698
C4 0.8099 0.4024 -0.4338
C5 0.7009 -2.7981 1.5286
C6 0.3853 2.2777 -1.9969
C7 -1.7054 -3.0507 0.7310
N1 0.4018 1.6818 -0.6591
N2 -0.3660 -2.8814 1.1226
O1 1.2633 -0.4043 -1.4651
H1 0.0495 1.5209 2.4963
H2 0.9837 -0.6322 1.5574
H3 -0.4247 3.1881 0.4405
H4 1.9633 -1.0174 -1.2034
H5 -0.5425 2.1534 -2.4966
H6 0.6143 3.3768 -1.8444
H7 1.1130 1.7409 -2.4968
H8 -2.0213 -2.1994 0.0368
H9 -1.8101 -3.9917 0.2026
H10 -2.3654 -3.1254 1.6247


Record 3
The following is a quantum chemistry calculation of 11 unconnected molecules or ions with the total composition C15H35N11O20 at a distorted geometry, from the Open Molecules 2025 dataset.

Results
SMILES: C[N+](=O)[O-].C[N+](=O)[O-].C[N+](=O)[O-].C[N+](=O)[O-].C[N+](=O)[O-].C[N+](=O)[O-].C[N+](=O)[O-].C[N+](=O)[O-].C[N+](=O)[O-].C[N+](=O)[O-].c1ccncc1
orbital gap: 8.952 eV
energy: -2698.67076 hartree
maximum force: 3.3 eV/Å
energy above the lowest of the compared OMol25 structures with the same formula, charge and spin: 0.0 kcal per mole
HOMO: -9.18 eV

Cartesian coordinates (Å):
N1 1.5221 2.1991 -0.8546
C1 0.4578 1.4197 -0.9816
C2 0.3538 0.0896 -0.7215
C3 1.5342 -0.4530 -0.0697
C4 2.5703 0.4041 0.2950
C5 2.5500 1.6878 -0.2470
H1 -0.4027 1.9596 -1.3910
H2 -0.5580 -0.4577 -0.9640
H3 1.5072 -1.4876 0.2498
H4 3.5184 0.1145 0.8038
H5 3.4848 2.2985 -0.2507
C6 -4.2719 -0.0064 -4.0233
N2 -4.0293 -1.0805 -3.0091
O1 -3.3772 -0.8702 -2.0331
O2 -4.5382 -2.1773 -3.2589
H6 -3.9511 0.9228 -3.5918
H7 -5.3118 -0.0559 -4.2928
H8 -3.6236 -0.1757 -4.8287
C7 2.1633 5.0335 -2.4572
N3 2.1966 5.5791 -1.1209
O3 1.2556 6.2932 -0.8292
O4 3.1599 5.3439 -0.4331
H9 3.1864 4.7548 -2.7197
H10 1.7913 5.8108 -3.1608
H11 1.6698 4.0463 -2.3494
C8 -3.7778 2.1979 -0.1411
N4 -3.3375 1.1210 0.7323
O5 -4.1155 0.6666 1.4925
O6 -2.1647 0.7267 0.6200
H12 -4.3092 2.9531 0.5251
H13 -4.4575 1.7177 -0.9134
H14 -2.9495 2.6339 -0.5895
C9 -3.4775 -3.6140 0.3078
N5 -2.5204 -4.6191 0.7700
O7 -1.9409 -5.3969 0.0396
O8 -2.2555 -4.5475 1.9788
H15 -4.2977 -4.1478 -0.1819
H16 -2.9753 -3.1426 -0.5251
H17 -3.8323 -2.9477 1.1604
C10 -1.5724 6.0328 -2.2249
N6 -2.6123 4.9652 -2.4833
O9 -2.1128 3.9450 -2.8964
O10 -3.7901 5.1410 -2.2370
H18 -1.0650 6.1209 -3.1634
H19 -1.0036 5.7182 -1.3575
H20 -1.9528 7.0054 -1.9314
C11 1.1529 -5.3984 1.8151
N7 2.0649 -4.9659 0.7266
O11 1.9389 -3.8883 0.2160
O12 2.9629 -5.7296 0.4874
H21 1.7289 -6.1027 2.3574
H22 0.2643 -5.7173 1.2834
H23 0.9951 -4.4815 2.3861
C12 0.3393 -3.4417 -4.0737
N8 -0.2454 -2.0646 -4.0951
O13 -1.2292 -1.8940 -4.7642
O14 0.3648 -1.2269 -3.4592
H24 0.0407 -3.9365 -4.9950
H25 -0.1762 -3.9616 -3.2500
H26 1.4221 -3.4064 -3.9331
C13 4.9890 -2.1446 4.1479
N9 4.1465 -2.5331 2.9836
O15 3.9395 -3.6986 2.7585
O16 3.6470 -1.6536 2.3337
H27 4.6481 -2.6474 5.0359
H28 4.8135 -1.0809 4.3517
H29 5.9751 -2.4539 3.8661
C14 1.9613 2.5821 3.5814
N10 3.3840 2.2029 3.8246
O17 3.7518 1.2297 3.1753
O18 3.9801 2.7947 4.6686
H30 1.8403 3.5505 4.1044
H31 1.3860 1.8329 4.0787
H32 1.7106 2.6415 2.4802
C15 -1.0577 -0.9443 2.6482
N11 0.0225 -1.4326 3.5231
O19 0.8754 -0.6376 3.8849
O20 0.0226 -2.6271 3.7879
H33 -0.7538 -0.1092 2.0221
H34 -1.8599 -0.6139 3.2916
H35 -1.3834 -1.7647 2.0078


Record 4
The following is a quantum chemistry calculation of 2 unconnected molecules or ions with the total composition C4H12 at a distorted geometry, from the Open Molecules 2025 dataset.

Results
SMILES: CC.CC
orbital gap: 12.814 eV
energy: -159.56262 hartree
maximum force: 2.3 eV/Å
energy above the lowest of the compared OMol25 structures with the same formula, charge and spin: 14.0 kcal per mole
HOMO: -11.65 eV

Cartesian coordinates (Å):
C1 1.1400 0.0806 -1.7451
C2 1.1408 1.5646 -1.2984
H1 2.1750 -0.1325 -2.0418
H2 0.8857 -0.4520 -0.8399
H3 0.6035 -0.0202 -2.6851
H4 0.1683 2.0462 -1.3024
H5 1.9391 2.1414 -1.7556
H6 1.5047 1.6184 -0.2530
C3 -1.7879 -1.0007 1.1248
C4 -0.5185 -0.6804 1.9049
H7 -2.7435 -0.8715 1.6378
H8 -1.9773 -0.2685 0.3329
H9 -1.5932 -2.0151 0.7918
H10 0.3030 -0.6812 1.1913
H11 -0.3132 -1.4108 2.6986
H12 -0.6084 0.2507 2.4623